No. 1
C55H46BrCaN4OP2Si | wB97M-V/def2-TZVPD

Structure (XYZ):
```
111
Properties=species:S:1:pos:R:3:forces:R:3
Ca 11.8851 15.4991 15.6483 1.54 -0.87 -0.48
C 16.0476 16.3114 15.9725 0.10 -1.53 -0.83
Si 14.8699 14.7635 15.7390 0.76 -0.72 0.65
C 15.3734 13.4225 17.0742 0.24 0.60 0.52
C 15.7047 12.1044 16.7508 0.28 0.02 1.15
C 16.2703 11.2271 17.7200 -1.66 1.77 -1.00
C 16.2901 11.6403 19.0456 0.62 0.22 -0.54
C 15.9673 12.9291 19.4107 -0.78 0.59 -0.65
C 15.5079 13.8199 18.4157 -0.66 -0.69 0.51
P 14.6937 15.4184 18.7374 1.22 0.89 0.05
C 15.0361 15.6788 20.4790 1.52 0.30 -0.33
C 14.0643 15.8757 21.4496 0.23 0.21 -0.13
C 14.4613 16.4527 22.6499 1.07 0.05 1.08
C 15.8413 16.5570 22.9733 -1.62 -0.29 -1.91
C 16.7978 16.2497 21.9939 -0.09 -0.37 0.71
C 16.4409 15.8864 20.7170 -2.11 -0.15 0.25
C 12.9377 15.1007 18.7977 -2.29 -0.49 -0.40
C 12.0103 16.0132 18.1956 -0.16 -1.64 1.37
C 10.6274 15.6493 18.0818 1.18 2.37 -0.67
C 10.1664 14.5555 18.7188 0.35 -1.92 0.51
C 11.0647 13.6721 19.3421 -0.32 -0.90 0.83
C 12.4212 13.9088 19.3761 0.22 0.92 -0.90
C 15.8467 13.8712 14.2610 -3.46 1.72 0.59
C 17.1394 13.4907 14.3567 2.48 0.30 -1.46
C 17.9385 13.4104 13.1829 -1.58 -0.46 0.10
C 17.3031 13.6880 11.9376 2.92 -1.30 0.38
C 15.9768 13.9485 11.8981 -2.06 0.68 -2.48
C 15.1861 14.0538 13.0303 1.50 -0.45 1.23
P 13.4384 14.4505 13.1274 -0.78 -0.49 -0.39
C 13.3869 15.8076 11.9685 0.43 0.64 -1.72
C 12.6629 15.8687 10.7528 0.14 1.67 1.14
C 12.6210 17.1216 10.1081 -0.17 -0.31 -0.77
C 13.4362 18.1950 10.4785 -0.13 0.23 -1.20
C 14.2744 18.0570 11.5771 -0.52 -0.20 -0.26
C 14.2522 16.8827 12.3031 -0.59 -0.45 0.32
C 12.6444 13.0058 12.3515 0.41 -0.09 -0.27
C 13.3527 11.7679 12.2824 -1.65 1.00 -0.49
C 12.6601 10.7135 11.6981 0.38 -1.14 -0.19
C 11.3437 10.8285 11.2240 0.43 -0.01 0.92
C 10.6614 12.0186 11.4187 -1.24 -0.39 -0.52
C 11.2943 13.1089 11.9226 1.33 1.01 0.49
H 16.4221 16.4879 14.9596 -0.14 0.52 -0.02
H 16.9325 16.0358 16.5277 0.29 -0.07 0.43
H 15.5759 17.1507 16.4395 -0.21 0.54 0.03
H 15.4443 11.8466 15.7400 0.57 -0.63 -0.36
H 16.5989 10.2729 17.4046 0.22 -1.00 0.00
H 16.5933 10.9815 19.8123 0.49 -0.78 0.63
H 16.0239 13.2106 20.4587 -0.09 0.08 -0.17
H 13.0242 15.5803 21.2492 0.49 0.57 0.18
H 13.7264 16.8169 23.3724 0.17 -0.43 -0.13
H 16.1378 16.8779 23.9367 0.25 0.32 0.76
H 17.8203 16.2026 22.2991 0.64 0.36 0.00
H 17.1454 15.7083 19.9014 -0.07 0.09 0.40
H 12.3294 17.0273 18.0109 0.24 0.18 -0.67
H 9.9533 16.2699 17.4489 0.31 -0.18 0.89
H 9.1356 14.2940 18.7306 -0.71 -0.07 -0.21
H 10.7013 12.7425 19.8328 0.07 0.84 -0.48
H 13.1264 13.2116 19.8196 -0.20 -0.04 -0.04
H 17.5663 13.4418 15.3428 0.39 -0.39 0.16
H 18.9427 12.9966 13.2178 0.01 0.48 0.00
H 17.9075 13.5598 10.9919 -0.87 0.34 1.16
H 15.5396 14.1019 10.8770 0.20 -0.11 1.00
H 12.0963 15.0399 10.3528 -0.03 -0.02 0.17
H 11.9489 17.2506 9.2413 0.58 -0.19 0.37
H 13.5166 19.0708 9.7692 -0.33 -0.88 1.23
H 14.8893 18.8770 11.8730 0.59 0.29 0.12
H 14.9335 16.7553 13.1470 -0.24 0.13 -0.08
H 14.3868 11.6220 12.6029 -0.45 0.32 0.02
H 13.2148 9.7525 11.6494 -0.69 0.60 -0.21
H 10.8056 9.9931 10.8196 0.10 -0.38 -0.16
H 9.5875 12.1584 11.2121 0.62 -0.50 -0.32
H 10.7371 14.0670 11.8724 0.62 -0.54 0.57
Br 5.1498 11.3612 16.8069 -0.30 0.39 0.00
C 6.4371 12.6467 16.3330 1.41 0.35 -0.56
C 7.7786 12.1903 16.3805 -1.45 1.15 -0.21
C 8.7735 13.0281 15.9393 2.34 0.73 -0.40
C 8.5285 14.2890 15.3634 -2.23 -0.01 0.70
C 7.1516 14.7947 15.4242 2.49 -1.35 -0.58
C 6.1414 13.9573 15.8708 -0.47 -1.05 -0.03
N 9.5841 15.1396 14.9430 -1.13 1.89 -1.69
C 9.3068 16.0212 13.9829 0.27 -1.71 2.22
C 9.9691 17.3164 13.9164 2.57 2.55 0.79
C 9.3429 18.4476 13.3687 -1.40 -0.86 0.10
C 9.9466 19.6890 13.3729 0.96 0.18 0.25
C 11.2317 19.8105 13.8710 0.15 0.95 -0.59
C 11.8265 18.7289 14.4992 -1.09 -1.15 -0.49
N 11.2059 17.5320 14.5707 -1.21 -0.26 -1.10
H 7.9931 11.2066 16.7329 0.18 -0.41 0.25
H 9.8626 12.7400 16.0541 -1.40 0.01 -0.29
H 7.0078 15.7906 15.0299 -0.49 0.04 0.21
H 5.0865 14.2303 15.7568 0.48 0.13 0.32
H 8.4758 15.8723 13.2990 -0.27 0.04 0.17
H 8.2896 18.4161 13.0494 0.63 -0.38 -0.17
H 9.4870 20.5922 12.9900 -0.30 -0.32 -0.14
H 11.7500 20.7695 13.6986 -0.14 -0.69 0.54
H 12.8184 18.7993 14.9130 0.14 -0.10 0.24
N 14.5590 9.1894 15.2615 -1.54 -0.67 -0.28
C 13.6291 8.1629 15.3791 2.10 -0.37 -0.59
O 13.7771 7.1536 14.7138 -0.56 0.19 0.05
C 12.6506 8.2779 16.4572 -1.93 -0.84 -0.47
C 12.1023 7.1089 17.0106 0.92 0.65 0.69
C 11.3730 7.2658 18.1755 -1.13 -0.85 0.31
C 11.0357 8.5227 18.6237 0.82 0.98 -0.18
N 11.3846 9.6381 17.9403 -1.61 -0.55 1.42
C 12.0854 9.4812 16.8490 1.53 0.55 0.34
H 15.4032 8.8801 14.8546 0.85 -0.20 -0.66
H 14.6622 9.8374 15.9938 0.00 0.78 0.94
H 12.3780 6.1203 16.6776 0.13 0.06 -0.28
H 10.9694 6.4166 18.7458 0.42 0.25 -0.43
H 10.5761 8.6475 19.6049 -0.14 0.13 -0.39
H 12.3722 10.4226 16.4005 0.10 0.00 -0.52
```
Positions in Å, forces in eV/Å.

The net charge is +1. Its strongest force on any atom is 3.9 eV/A. The HOMO energy comes out at -8.3782 eV. As for the HOMO-LUMO gap: 0.1424 Eh.

Löwdin population analysis, charges in e, atoms 1 to 4: number 1, Ca, carries 1.12; number 2, C, carries -0.27; number 3, Si, carries 0.56; number 4, C, carries -0.33

No. 2
C55H47LaN7O2P2S | wB97M-V/def2-TZVPD

Structure (XYZ):
```
115
Properties=species:S:1:pos:R:3:forces:R:3
La 0.5426 0.6982 0.6031 -1.90 0.22 0.48
N 1.2624 2.4381 3.9146 0.05 0.76 -0.14
C 1.7867 1.1667 4.0067 0.18 -1.17 0.06
C 2.8154 0.9864 4.9446 -0.12 0.10 -0.14
C 3.3459 -0.2699 5.1269 -0.31 -0.13 -0.33
C 2.8280 -1.3164 4.3693 0.18 0.11 0.15
C 1.8233 -1.0457 3.4604 0.01 -0.34 0.25
N 1.2975 0.1676 3.2644 0.17 0.66 0.41
C 0.1333 2.9555 3.3242 -0.22 -0.42 -0.17
C -0.2374 4.2355 3.7542 -0.33 0.39 -0.05
C -1.4148 4.7921 3.3067 0.30 -0.60 -0.12
C -2.2009 4.0345 2.4354 -0.10 0.27 0.16
C -1.7297 2.8158 2.0027 -0.02 0.05 0.13
N -0.5711 2.2666 2.4073 0.07 0.77 0.91
H 1.7172 3.1003 4.5292 -0.07 -0.20 -0.19
H 3.1864 1.8320 5.5062 0.00 0.08 0.06
H 4.1329 -0.4340 5.8486 0.07 -0.01 0.01
H 3.2162 -2.3173 4.4701 -0.01 -0.11 -0.08
H 1.4064 -1.8411 2.8532 0.12 0.10 -0.07
H 0.4027 4.7623 4.4484 0.00 0.05 0.03
H -1.7091 5.7809 3.6265 -0.07 0.02 0.03
H -3.1534 4.4135 2.0984 -0.04 -0.06 -0.13
H -2.2916 2.2417 1.2743 0.02 0.05 -0.06
C -1.6114 3.2387 -2.9743 -0.23 0.10 0.13
C -2.0606 4.1787 -1.8605 0.03 -0.15 0.17
C -0.9218 4.4841 -0.8914 -0.18 0.04 -0.14
C -3.2841 3.6305 -1.1009 -0.40 0.75 -0.30
C -4.6104 3.8114 -1.8848 0.56 0.65 -0.07
O -5.2919 2.5851 -1.7246 -0.19 -0.92 0.22
C -4.4053 1.7250 -1.1211 0.93 1.63 -0.11
N -3.2712 2.2130 -0.7860 -0.58 -0.44 -0.12
C -4.8938 0.4026 -0.8340 -0.53 -1.37 0.33
C -6.2414 0.1095 -1.1094 0.28 0.31 -0.10
C -6.7943 -1.0910 -0.7364 -0.04 -0.32 0.15
C -6.0180 -2.0302 -0.0608 0.00 0.14 -0.11
C -4.6819 -1.7724 0.1722 -0.31 -0.04 0.09
C -4.0947 -0.5725 -0.2147 -0.46 0.67 -0.37
P -2.2652 -0.4610 0.0018 -0.37 -1.24 -0.14
C -2.3278 -0.8662 1.8019 0.20 -0.04 -0.06
C -1.5012 -1.7669 2.4680 -0.02 -0.11 -0.08
C -1.5656 -1.8976 3.8472 -0.03 0.00 0.21
C -2.4182 -1.0986 4.5882 0.05 -0.05 0.07
C -3.2348 -0.1867 3.9370 -0.10 0.10 0.04
C -3.2025 -0.0829 2.5598 0.08 0.00 0.06
C -2.0478 -2.0074 -0.9929 -0.02 0.01 -0.08
C -2.3168 -1.7983 -2.3454 0.01 0.07 0.23
C -2.3605 -2.8526 -3.2364 -0.14 -0.16 -0.07
C -2.1083 -4.1411 -2.7942 -0.11 0.06 -0.10
C -1.8114 -4.3558 -1.4607 -0.03 -0.07 0.09
C -1.7904 -3.3021 -0.5618 -0.02 0.08 -0.01
H -0.7446 3.6579 -3.4816 0.06 -0.05 -0.07
H -2.4028 3.0979 -3.7098 -0.07 -0.06 -0.13
H -1.3417 2.2693 -2.5582 0.07 0.00 -0.06
H -2.3726 5.1343 -2.3093 -0.03 -0.12 0.07
H -0.6265 3.5863 -0.3497 0.07 0.02 -0.02
H -1.2331 5.2398 -0.1708 0.02 0.06 0.12
H -0.0564 4.8623 -1.4310 0.13 0.00 0.00
H -3.3448 4.1631 -0.1404 0.01 0.02 -0.15
H -4.4276 3.9834 -2.9518 -0.02 -0.03 0.10
H -5.2338 4.6203 -1.4954 0.04 -0.09 -0.05
H -6.8406 0.8481 -1.6211 -0.01 0.04 0.02
H -7.8306 -1.3054 -0.9612 -0.03 0.03 0.01
H -6.4517 -2.9642 0.2648 -0.03 -0.09 0.00
H -4.0707 -2.5160 0.6663 -0.04 -0.03 -0.02
H -0.7918 -2.3654 1.9169 0.07 0.00 -0.04
H -0.9390 -2.6249 4.3493 0.06 0.03 -0.05
H -2.4455 -1.1798 5.6678 -0.01 -0.02 -0.01
H -3.9032 0.4449 4.5065 -0.05 0.03 0.02
H -3.8602 0.6162 2.0605 -0.08 0.07 0.01
H -2.5213 -0.7927 -2.6906 -0.01 0.12 -0.11
H -2.6069 -2.6748 -4.2745 0.06 0.04 -0.05
H -2.1600 -4.9737 -3.4812 0.08 -0.04 -0.07
H -1.6094 -5.3585 -1.1099 0.05 -0.04 0.04
H -1.5724 -3.5099 0.4706 0.04 -0.01 0.14
O 2.5804 1.0171 0.7656 0.67 3.22 3.89
C 3.1845 0.3158 -0.0908 1.73 -4.40 -3.87
C 4.3065 0.5407 -0.9590 -0.92 -0.19 0.25
C 5.1554 1.6139 -1.2310 -0.07 0.10 0.31
C 6.0704 1.4498 -2.2613 0.24 -0.35 -0.35
C 6.1557 0.2561 -2.9689 0.65 0.56 -0.31
C 5.3303 -0.8290 -2.6569 -0.71 -0.30 0.55
C 4.4055 -0.6923 -1.6497 0.27 -0.11 -0.18
P 2.8372 -1.4278 -0.7178 2.41 2.64 -0.47
C 3.7216 -2.7393 0.1993 -0.09 -0.37 -0.07
C 3.2193 -4.0310 0.3428 0.19 0.16 -0.09
C 3.8056 -4.9034 1.2385 0.07 -0.23 0.13
C 4.8755 -4.4896 2.0177 0.00 -0.23 0.15
C 5.3718 -3.2035 1.8865 0.05 0.08 0.04
C 4.7995 -2.3336 0.9770 0.06 -0.04 -0.14
C 2.1628 -2.0627 -2.3092 -0.06 -0.15 0.38
C 1.0948 -1.4457 -2.9488 0.06 0.00 0.06
C 0.5907 -1.9856 -4.1183 0.09 0.09 -0.07
C 1.1220 -3.1575 -4.6315 -0.01 -0.06 -0.19
C 2.2012 -3.7616 -4.0070 0.01 -0.12 -0.12
C 2.7353 -3.2019 -2.8611 0.00 0.11 0.08
H 5.0895 2.5454 -0.6820 -0.05 0.05 -0.02
H 6.7225 2.2725 -2.5316 0.05 0.02 -0.02
H 6.8705 0.1589 -3.7782 0.05 0.07 -0.02
H 5.4097 -1.7492 -3.2225 0.03 -0.12 -0.09
H 2.3558 -4.3366 -0.2314 -0.05 -0.01 -0.04
H 3.4161 -5.9076 1.3442 -0.01 -0.08 0.03
H 5.3165 -5.1675 2.7345 0.06 -0.10 0.07
H 6.1989 -2.8731 2.5007 0.09 0.00 0.02
H 5.1738 -1.3251 0.8620 -0.03 0.11 0.00
H 0.6593 -0.5463 -2.5240 0.04 -0.07 -0.04
H -0.2259 -1.4957 -4.6299 -0.07 0.04 -0.03
H 0.7008 -3.5972 -5.5250 -0.03 -0.02 -0.10
H 2.6282 -4.6690 -4.4172 0.01 -0.02 -0.02
H 3.5907 -3.6491 -2.3725 0.06 -0.07 -0.03
N 0.8945 1.7454 -1.4863 -0.12 0.83 -0.87
C 1.5082 2.5115 -2.1323 -0.53 -0.40 0.11
N 2.1564 3.2038 -2.9405 0.60 -0.94 -0.47
C 2.2802 4.4508 -3.2011 -0.06 0.76 0.03
N 2.4428 5.5519 -3.5184 -0.01 0.57 -0.08
S 1.0151 -1.8697 0.3080 -1.37 -1.26 0.79
```
Positions in Å, forces in eV/Å.

The net charge is -1. Its strongest force on any atom is 6.1 eV/A. The HOMO energy comes out at -1.3445 eV. The calculation puts the energy above the lowest of the compared OMol25 structures with the same formula, charge and spin at 43.7 kcal/mol. As for the HOMO-LUMO gap: 0.1113 Eh.

Löwdin population analysis, charges in e, atoms 1 to 4: number 1, La, carries 1.53; number 2, N, carries 0.13; number 3, C, carries -0.30; number 4, C, carries -0.02